This record from the OMol25 dataset describes a gas-phase ion, C4H6F2O4P (charge -1) in a non-equilibrium geometry. The level of theory is wB97M-V/def2-TZVPD.

Computed properties:
HOMO level (spin up / spin down) = -5.6283 / -2.9823 eV
charge = -1
Kohn-Sham gap (spin up / spin down) = 9.08 / 5.31 eV

The geometry in XYZ format:
```
17
C4H6F2O4P wB97M-V/def2-TZVPD
C 0.92 1.24 0.49
C 0.14 0.08 -0.23
C 0.38 1.34 1.82
C 0.17 -0.02 -1.69
O -0.43 -3.41 1.24
O -2.23 -1.98 0.06
O 0.38 -1.20 0.27
O -0.68 -0.98 -2.24
F 1.34 1.85 2.63
F -0.68 2.23 1.98
P -0.88 -2.09 0.88
H 1.92 1.04 0.72
H 0.95 2.18 -0.23
H -0.92 0.22 0.12
H 1.14 -0.49 -1.95
H -0.13 0.96 -2.19
H -1.40 -0.95 -1.68
```

These are the Mulliken partial charges, in e, on atoms 1 to 2:
1. C -0.454
2. C 0.053



This record from the OMol25 dataset describes 2 unconnected molecules or ions with the total composition C4H6F3OP in a non-equilibrium geometry. The level of theory is wB97M-V/def2-TZVPD.

Computed properties:
HOMO level = -9.3082 eV
Kohn-Sham gap = 9.38 eV

The geometry in XYZ format:
```
15
C4H6F3OP wB97M-V/def2-TZVPD
C -3.46 1.39 0.85
C -2.65 1.52 -0.20
C 0.28 0.99 -1.09
C -0.39 -0.80 1.09
O 0.45 1.75 1.61
F -2.92 1.13 2.02
F -4.75 1.72 0.97
F -2.81 1.64 -1.47
P -0.23 0.98 0.58
H 1.36 0.80 -1.31
H -0.55 0.57 -1.65
H 0.06 2.02 -1.34
H 0.63 -1.19 1.38
H -0.90 -0.79 1.99
H -0.75 -1.57 0.34
```

These are the Mulliken partial charges, in e, on atoms 1 to 2:
1. C 0.511
2. C -0.070



This record from the OMol25 dataset describes C4H6FN in the gas phase in a non-equilibrium geometry. The level of theory is wB97M-V/def2-TZVPD.

Computed properties:
HOMO level = -8.8215 eV
Kohn-Sham gap = 9.79 eV

The geometry in XYZ format:
```
12
C4H6FN wB97M-V/def2-TZVPD
C -1.65 0.01 -0.06
C 0.13 1.32 -0.06
C 1.00 0.10 0.12
C 0.21 -1.27 0.12
N -1.21 -1.13 -0.18
F -2.80 0.61 0.15
H -0.11 1.69 -1.13
H 0.15 2.08 0.82
H 1.58 -0.01 -0.83
H 1.68 0.24 0.93
H 0.67 -1.63 -0.82
H 0.35 -2.01 0.92
```

These are the Mulliken partial charges, in e, on atoms 1 to 2:
1. C 0.412
2. C -0.690



This record from the OMol25 dataset describes C4H6FN3 in the gas phase in a non-equilibrium geometry. The level of theory is wB97M-V/def2-TZVPD.

Computed properties:
HOMO level = -9.0987 eV
SMILES = [H]/N=C/N/C(=N/[H])C(=C)F
Kohn-Sham gap = 9.52 eV

The geometry in XYZ format:
```
14
C4H6FN3 wB97M-V/def2-TZVPD
C -1.56 -0.36 0.04
C -1.53 -1.58 -0.34
C -0.51 0.88 -0.14
C 1.76 -0.24 0.30
H -0.56 -1.57 -0.93
H -2.31 -2.24 -0.34
H -2.04 2.06 0.02
H 1.48 1.86 -0.03
H 1.32 -1.20 0.67
H 3.75 -0.74 0.39
N -0.99 2.17 -0.17
N 0.89 0.82 -0.15
N 3.04 -0.05 0.14
F -2.73 0.20 0.55
```

These are the Mulliken partial charges, in e, on atoms 1 to 2:
1. C 0.359
2. C -0.702



This record from the OMol25 dataset describes C4H6FNO in the gas phase in a non-equilibrium geometry. The level of theory is wB97M-V/def2-TZVPD.

Computed properties:
HOMO level = -10.0836 eV
SMILES = O=C(CF)N1CC1
Kohn-Sham gap = 11.09 eV

The geometry in XYZ format:
```
13
C4H6FNO wB97M-V/def2-TZVPD
C 0.83 0.41 -1.80
C -0.04 -0.16 -0.73
C -1.14 0.28 1.31
C 0.06 -0.60 1.53
H 0.29 0.59 -2.80
H 1.74 -0.25 -1.86
H -1.48 0.98 1.95
H -1.91 -0.30 0.80
H 0.84 -0.23 2.24
H 0.20 -1.70 1.27
N -0.01 0.43 0.50
O -0.67 -1.14 -1.07
F 1.28 1.69 -1.33
```

These are the Mulliken partial charges, in e, on atoms 1 to 2:
1. C -0.092
2. C 0.411



This record from the OMol25 dataset describes a molecular structure, C4H6FNO2 in a non-equilibrium geometry. The level of theory is wB97M-V/def2-TZVPD.

Computed properties:
HOMO level = -9.7590 eV
Kohn-Sham gap = 10.26 eV

The geometry in XYZ format:
```
14
C4H6FNO2 wB97M-V/def2-TZVPD
C -0.99 0.89 -0.83
C -0.65 -1.57 0.30
C 1.23 0.45 0.03
C -0.23 0.42 0.27
N -1.50 1.45 -1.69
O 1.66 -0.48 -1.00
O -0.55 0.88 1.58
F 1.46 1.81 -0.49
H -1.79 -1.58 0.29
H -0.11 -1.84 1.28
H -0.04 -1.74 -0.62
H 1.71 0.41 1.00
H 1.26 -0.39 -1.85
H -1.46 1.30 1.73
```

These are the Mulliken partial charges, in e, on atoms 1 to 2:
1. C 0.240
2. C -0.709



This record from the OMol25 dataset describes C4H6FNOS in the gas phase in a non-equilibrium geometry. The level of theory is wB97M-V/def2-TZVPD.

Computed properties:
HOMO level = -9.0365 eV
SMILES = O/N=C\[C@H](F)[C@H]1CS1
Kohn-Sham gap = 9.82 eV

The geometry in XYZ format:
```
14
C4H6FNOS wB97M-V/def2-TZVPD
C 0.85 0.67 1.00
C 0.07 1.07 -0.24
C -1.17 0.26 -0.57
C -1.15 -1.19 -0.33
H 2.69 -1.41 -0.06
H 0.56 1.10 1.92
H 0.74 1.17 -1.11
H -1.73 0.67 -1.43
H -0.29 -1.56 0.11
H -1.79 -1.88 -0.88
N 1.76 -0.21 1.05
O 1.97 -0.81 -0.27
F -0.31 2.34 0.01
S -2.20 -0.23 0.80
```

These are the Mulliken partial charges, in e, on atoms 1 to 2:
1. C -0.256
2. C 0.234



This record from the OMol25 dataset describes C4H6FNOS in the gas phase in a non-equilibrium geometry. The level of theory is wB97M-V/def2-TZVPD.

Computed properties:
HOMO level = -9.0037 eV
SMILES = COC(/C=N\S)=C\F
Kohn-Sham gap = 9.62 eV

The geometry in XYZ format:
```
14
C4H6FNOS wB97M-V/def2-TZVPD
C 2.15 -1.39 0.79
C 0.67 -0.01 -0.37
C 0.49 1.30 -0.25
C -0.39 -0.98 -0.73
H 3.12 -1.80 0.76
H 2.05 -0.80 1.71
H 1.47 -2.26 0.71
H -0.42 1.88 -0.34
H 0.02 -1.81 -1.33
H -3.64 -0.35 0.39
N -1.63 -1.00 -0.46
O 1.92 -0.53 -0.31
F 1.53 2.08 0.03
S -2.36 0.26 0.43
```

These are the Mulliken partial charges, in e, on atoms 1 to 2:
1. C -0.698
2. C 0.174



This record from the OMol25 dataset describes C4H6FNS in the gas phase in a non-equilibrium geometry. The level of theory is wB97M-V/def2-TZVPD.

Computed properties:
HOMO level = -8.6342 eV
SMILES = CC(=S)N/C=C/F
Kohn-Sham gap = 9.00 eV

The geometry in XYZ format:
```
13
C4H6FNS wB97M-V/def2-TZVPD
C -2.16 0.58 0.28
C -0.77 0.34 -0.38
C 1.47 -0.33 0.33
C 2.21 -0.66 -0.76
H -2.10 0.34 1.44
H -2.52 1.69 0.23
H -2.82 -0.05 -0.35
H -0.14 0.09 1.60
H 2.00 -0.66 1.27
H 1.88 -0.68 -1.73
N 0.19 0.22 0.56
F 3.45 -1.06 -0.50
S -0.68 0.18 -2.00
```

These are the Mulliken partial charges, in e, on atoms 1 to 2:
1. C -0.853
2. C 0.464



This record from the OMol25 dataset describes C4H6FNS in the gas phase in a non-equilibrium geometry. The level of theory is wB97M-V/def2-TZVPD.

Computed properties:
HOMO level = -8.5292 eV
SMILES = CC(=S)N/C=C/F
Kohn-Sham gap = 8.97 eV

The geometry in XYZ format:
```
13
C4H6FNS wB97M-V/def2-TZVPD
C 2.19 -0.39 0.15
C 0.89 0.34 -0.09
C -1.55 -0.29 -0.10
C -2.24 0.88 -0.05
H 2.03 -1.45 -0.09
H 2.93 0.01 -0.53
H 2.55 -0.29 1.18
H 0.12 -1.49 -0.26
H -2.19 -1.20 -0.04
H -1.85 1.87 -0.08
N -0.18 -0.55 -0.16
F -3.52 0.64 0.12
S 0.82 1.95 -0.04
```

These are the Mulliken partial charges, in e, on atoms 1 to 2:
1. C -0.996
2. C 0.504



This record from the OMol25 dataset describes a molecular structure, C4H6FO4P in a non-equilibrium geometry. The level of theory is wB97M-V/def2-TZVPD.

Computed properties:
HOMO level = -10.8650 eV
Kohn-Sham gap = 11.50 eV

The geometry in XYZ format:
```
16
C4H6FO4P wB97M-V/def2-TZVPD
C -0.65 -0.56 1.12
C -1.81 0.13 0.74
C -2.64 -0.10 -0.46
C 3.07 -0.19 -0.26
O -1.73 -0.93 1.76
O 1.35 1.92 0.09
O 0.52 -0.73 1.16
O 0.38 -0.03 -1.36
F -1.93 1.31 1.20
P 1.42 0.57 -0.43
H -3.75 -0.52 -0.21
H -2.18 -0.87 -1.07
H -2.62 0.77 -1.12
H 3.72 0.04 0.59
H 3.29 -1.18 -0.66
H 3.56 0.39 -1.09
```

These are the Mulliken partial charges, in e, on atoms 1 to 2:
1. C 0.339
2. C 1.046



This record from the OMol25 dataset describes a molecular structure, C4H6HgO2 in a non-equilibrium geometry. The level of theory is wB97M-V/def2-TZVPD.

Computed properties:
HOMO level (spin up / spin down) = -7.7906 / -9.3655 eV
expectation value of S² = 2.02
multiplicity = 3
Kohn-Sham gap (spin up / spin down) = 8.30 / 7.26 eV

The geometry in XYZ format:
```
13
C4H6HgO2 wB97M-V/def2-TZVPD
O -0.42 -0.42 -0.44
C -1.48 -1.92 -0.21
Hg -3.30 0.43 -1.35
O -2.61 -1.78 -0.48
C 0.94 -0.52 0.00
H 1.06 -1.46 0.58
H 1.54 -0.67 -0.90
C 1.44 0.65 0.81
H 1.40 1.57 0.20
H 0.88 0.77 1.74
H 2.49 0.49 1.08
C -1.12 1.14 -0.97
H -0.83 1.72 -0.06
```

These are the Mulliken partial charges, in e, on atoms 1 to 2:
1. O -0.224
2. C -0.015



This record from the OMol25 dataset describes a molecular structure, C4H6I3NO3 in a non-equilibrium geometry. The level of theory is wB97M-V/def2-TZVPD.

Computed properties:
HOMO level = -8.9953 eV
Kohn-Sham gap = 8.66 eV

The geometry in XYZ format:
```
17
C4H6I3NO3 wB97M-V/def2-TZVPD
C 0.50 -1.65 -2.63
C 1.22 0.43 0.16
C 2.49 0.33 -0.66
C 0.41 -0.82 -0.35
N 0.12 -1.65 0.55
O -0.49 -2.24 -2.46
O 1.49 -1.22 -3.01
O 1.32 0.50 1.51
I 3.52 -1.34 0.43
I 3.59 2.19 -0.57
I -2.86 1.11 -0.25
H 0.67 1.25 -0.30
H 2.55 -0.11 -1.74
H -2.25 -0.09 -0.95
H -0.49 -2.47 0.27
H 0.39 -1.60 1.48
H 1.55 1.51 1.72
```

These are the Mulliken partial charges, in e, on atoms 1 to 2:
1. C 0.893
2. C -0.123



This record from the OMol25 dataset describes 2 unconnected molecules or ions with the total composition C4H6IN in a non-equilibrium geometry. The level of theory is wB97M-V/def2-TZVPD.

Computed properties:
HOMO level = -8.6919 eV
SMILES = C=NC1C=C1.I
Kohn-Sham gap = 9.60 eV

The geometry in XYZ format:
```
12
C4H6IN wB97M-V/def2-TZVPD
C 0.29 1.58 -0.82
C 0.30 -2.15 0.01
C 0.38 1.92 0.44
C 0.86 0.36 -0.03
N 0.08 -0.86 0.06
I -3.05 0.57 -0.15
H 0.22 1.87 -1.87
H -2.06 -0.28 0.66
H -0.38 -2.91 0.20
H 1.35 -2.57 0.05
H 0.13 2.32 1.40
H 1.87 0.14 0.04
```

These are the Mulliken partial charges, in e, on atoms 1 to 2:
1. C -0.423
2. C -0.368



This record from the OMol25 dataset describes a gas-phase ion, C4H6IN2 (charge +1) in a non-equilibrium geometry. The level of theory is wB97M-V/def2-TZVPD.

Computed properties:
HOMO level = -14.0495 eV
charge = +1
SMILES = Cc1c[nH]c[n+]1I
Kohn-Sham gap = 9.29 eV

The geometry in XYZ format:
```
13
C4H6IN2 wB97M-V/def2-TZVPD
C 0.60 -0.85 -0.77
C -1.36 0.17 -1.10
C 0.38 -0.20 0.38
C 1.21 0.30 1.46
N -0.48 -0.66 -1.60
N -0.96 0.50 0.15
I -2.15 1.51 1.45
H 1.33 -1.66 -0.97
H -2.22 0.62 -1.65
H 0.60 1.04 1.99
H 1.70 -0.39 2.19
H 1.96 0.89 0.91
H -0.61 -1.28 -2.44
```

These are the Mulliken partial charges, in e, on atoms 1 to 2:
1. C -0.305
2. C -0.048



This record from the OMol25 dataset describes a gas-phase ion, C4H6IN2 (charge +1) in a non-equilibrium geometry. The level of theory is wB97M-V/def2-TZVPD.

Computed properties:
HOMO level (spin up / spin down) = -12.3467 / -13.4808 eV
expectation value of S² = 2.05
charge = +1
multiplicity = 3
Kohn-Sham gap (spin up / spin down) = 7.07 / 6.99 eV

The geometry in XYZ format:
```
13
C4H6IN2 wB97M-V/def2-TZVPD
C 0.14 1.66 0.20
C 0.92 0.48 0.33
C -1.68 0.46 -0.57
C 0.86 -2.01 -0.08
N -1.16 1.59 -0.14
N 0.40 -0.65 0.14
I -3.42 -0.41 0.03
H 0.73 2.57 0.32
H 2.06 0.51 0.53
H 2.00 -2.05 0.07
H 0.13 -2.52 0.53
H 0.87 -2.11 -1.24
H -1.85 2.48 -0.14
```

These are the Mulliken partial charges, in e, on atoms 1 to 2:
1. C -0.471
2. C 0.323



This record from the OMol25 dataset describes a molecular structure, C4H6KO2 in a non-equilibrium geometry. The level of theory is wB97M-V/def2-TZVPD.

Computed properties:
HOMO level (spin up / spin down) = -6.9814 / -6.9839 eV
expectation value of S² = 0.76
multiplicity = 2
Kohn-Sham gap (spin up / spin down) = 6.93 / 6.48 eV

The geometry in XYZ format:
```
13
C4H6KO2 wB97M-V/def2-TZVPD
O 2.81 1.86 0.12
C 1.20 -0.69 -0.19
C 0.05 -0.93 0.40
C -1.37 -1.06 0.04
C -2.08 0.26 -0.11
O -1.56 1.33 0.12
H 3.52 1.23 0.25
H 2.14 -0.68 0.37
H 1.24 -0.53 -1.28
H -1.94 -1.66 0.77
H -1.50 -1.60 -0.92
H -3.13 0.21 -0.44
K 0.63 2.28 0.88
```

These are the Mulliken partial charges, in e, on atoms 1 to 2:
1. O -1.001
2. C -0.587



This record from the OMol25 dataset describes a molecular structure, C4H6LiO3 in a non-equilibrium geometry. The level of theory is wB97M-V/def2-TZVPD.

Computed properties:
HOMO level = -14.5903 eV
charge = +1
Kohn-Sham gap = 9.83 eV

The geometry in XYZ format:
```
14
C4H6LiO3 wB97M-V/def2-TZVPD
O -0.10 -0.20 0.20
C -1.15 0.25 0.85
C -2.40 -0.25 0.28
H -2.30 -1.06 -0.46
H -3.00 -0.57 1.15
H -2.98 0.59 -0.12
O 1.17 0.76 1.82
Li -0.50 1.80 1.99
C 1.15 0.09 0.82
O 2.15 -0.14 0.04
C 2.00 -0.29 -1.39
H 1.56 0.62 -1.81
H 3.01 -0.45 -1.76
H 1.36 -1.15 -1.61
```

These are the Mulliken partial charges, in e, on atoms 1 to 2:
1. O -0.282
2. C -0.184



This record from the OMol25 dataset describes a molecular structure, C4H6MgO4Tb in a non-equilibrium geometry. The level of theory is wB97M-V/def2-TZVPD.

Computed properties:
HOMO level (spin up / spin down) = -10.2277 / -10.2612 eV
expectation value of S² = 12.80
charge = +1
multiplicity = 7
Kohn-Sham gap (spin up / spin down) = 4.64 / 5.58 eV

The geometry in XYZ format:
```
16
C4H6MgO4Tb wB97M-V/def2-TZVPD
O -1.29 -3.81 -0.56
Mg -1.15 -2.18 -1.43
O 1.56 -1.75 0.70
C 0.27 -1.91 0.75
C -0.56 -0.80 0.63
O 0.09 0.43 0.64
C -0.10 1.36 -0.44
C 1.02 2.39 -0.31
O 2.26 1.77 -0.17
Tb 2.39 0.13 0.82
H -0.30 -3.28 0.77
H -1.60 -0.80 1.00
H -1.11 1.80 -0.38
H -0.01 0.81 -1.39
H 0.79 3.04 0.56
H 0.97 3.03 -1.21
```

These are the Mulliken partial charges, in e, on atoms 1 to 2:
1. O -0.868
2. Mg 0.818



This record from the OMol25 dataset describes a gas-phase ion, C4H6N (charge +1) in a non-equilibrium geometry. The level of theory is wB97M-V/def2-TZVPD.

Computed properties:
HOMO level = -15.3169 eV
charge = +1
SMILES = C=C=CC=[NH2+]
Kohn-Sham gap = 9.72 eV

The geometry in XYZ format:
```
11
C4H6N wB97M-V/def2-TZVPD
C -0.02 1.09 -0.02
C -1.12 0.34 -0.03
C 1.30 0.59 0.00
C -2.21 -0.32 -0.01
N 1.63 -0.66 -0.02
H -0.15 2.16 0.00
H 0.92 -1.39 -0.08
H 2.11 1.32 0.05
H -2.67 -0.64 0.92
H -2.76 -0.59 -0.90
H 2.60 -0.95 0.01
```

These are the Mulliken partial charges, in e, on atoms 1 to 2:
1. C -0.479
2. C 0.168



| no. | total energy (Ha) | molar mass (g/mol) |
| --- | --- | --- |
| 1 | -998.0661 | 187.058 |
| 2 | -872.0918 | 158.059 |
| 3 | -310.5039 | 87.097 |
| 4 | -420.0357 | 115.111 |
| 5 | -385.7924 | 103.096 |
| 6 | -461.0102 | 119.095 |
| 7 | -783.9732 | 135.163 |
| 8 | -783.9772 | 135.163 |
| 9 | -708.7643 | 119.164 |
| 10 | -708.7834 | 119.164 |
| 11 | -898.1839 | 168.060 |
| 12 | -459.6558 | 286.680 |
| 13 | -1329.4972 | 496.808 |
| 14 | -508.2796 | 195.003 |
| 15 | -562.9455 | 209.010 |
| 16 | -562.7576 | 209.010 |
| 17 | -906.2996 | 125.188 |
| 18 | -388.9974 | 109.030 |
| 19 | -1481.1288 | 301.318 |
| 20 | -210.4560 | 68.099 |